Record 1
Density functional theory data (ωB97M-V/def2-TZVPD) for a cluster of 2 separate species, C2H8NO2P in total.

Geometry as ORCA input:
```
! wB97M-V def2-TZVPD RIJCOSX def2/J DEFGRID3
* xyz 0 3
C 1.6878 -0.4109 -0.9882
C -0.2024 1.2111 0.6949
N 1.4561 -0.6701 0.3238
O -1.2875 -0.3834 -1.2915
O -1.7924 -1.0073 1.0428
P -1.4911 0.2179 0.0770
H 0.7621 -0.6183 -1.5097
H 1.7966 0.7757 -1.0392
H 2.5188 -0.8299 -1.5458
H 0.1025 1.1576 1.7570
H 0.2394 1.8085 -0.0794
H 0.8153 -1.3765 0.5253
H -2.6428 1.0090 0.0597
H -1.9626 -0.8834 1.9732
*
```

Properties
- lowest unoccupied orbital energy (alpha / beta) (eV) = 0.6 / -1.7
- relative energy (zero: lowest compared OMol25 entry of this formula, charge and spin) (kcal/mol) = 14.08
- total energy (eV) = -17073.9576
- Kohn-Sham gap (alpha / beta) (eV) = 9.3 / 7.7

Record 2
Density functional theory data (ωB97M-V/def2-TZVPD) for a cluster of 2 separate species, C3H11N2 in total.

Geometry as ORCA input:
```
! wB97M-V def2-TZVPD RIJCOSX def2/J DEFGRID3
* xyz 1 1
C 1.8492 -1.5342 -0.5641
N 1.4721 -0.1008 -0.2179
H 2.9261 -1.5138 -0.7782
H 1.2874 -1.7651 -1.4815
H 1.5935 -2.2599 0.1894
H 0.5427 0.3238 -0.5208
H 1.6956 -0.0494 0.7786
H 2.2281 0.4699 -0.6026
C -1.6464 0.7646 1.5929
C -1.9116 1.0971 0.3252
N -1.1710 0.4976 -0.7995
H -0.8906 0.1868 2.1240
H -2.3952 1.1341 2.2887
H -2.5258 1.9967 0.2122
H -1.7978 -0.3007 -0.8999
H -1.2563 1.0533 -1.6465
*
```

Properties
- lowest unoccupied orbital energy (eV) = -3.3
- relative energy (zero: lowest compared OMol25 entry of this formula, charge and spin) (kcal/mol) = 39.48
- total energy (eV) = -6261.8694
- Kohn-Sham gap (eV) = 10.0

Record 3
Density functional theory data (ωB97M-V/def2-TZVPD) for a structure of composition C2H7HgO3.

Geometry as ORCA input:
```
! wB97M-V def2-TZVPD RIJCOSX def2/J DEFGRID3
* xyz 1 1
O 0.6558 0.5674 0.8061
C -0.6850 0.7113 0.4781
C -1.2613 -0.4964 -0.2455
O -2.6697 -0.4484 -0.1264
H 2.3467 0.9876 -0.6454
H -0.7730 1.5945 -0.1816
H -1.2877 0.8911 1.3878
H -0.8690 -1.4232 0.2104
H -0.9526 -0.4691 -1.3052
H -3.0417 -1.2955 -0.3826
Hg 1.9857 -0.5725 1.1572
O 3.0604 0.2225 -0.2229
H 3.4913 -0.2692 -0.9300
*
```

Properties
- lowest unoccupied orbital energy (eV) = -6.9
- relative energy (zero: lowest compared OMol25 entry of this formula, charge and spin) (kcal/mol) = 42.39
- total energy (eV) = -12492.1801
- Kohn-Sham gap (eV) = 6.8

Record 4
Density functional theory data (ωB97M-V/def2-TZVPD) for a cluster of 2 separate species, C2H6N2O2 in total.

Geometry as ORCA input:
```
! wB97M-V def2-TZVPD RIJCOSX def2/J DEFGRID3
* xyz 0 1
N -2.4144 -1.1102 4.1905
C -1.4808 -0.8339 5.0711
O -1.6860 -0.7639 6.2883
H -3.3714 -1.2606 4.5192
H -2.1781 -1.2786 3.2095
H -0.5227 -0.6305 4.5343
N -4.7130 1.5826 2.0088
C -4.5033 2.2754 3.1167
O -4.7174 3.4801 3.2438
H -5.2377 2.0262 1.2509
H -4.3582 0.6297 1.8958
H -4.0841 1.6974 3.9757
*
```

Properties
- lowest unoccupied orbital energy (eV) = 0.3
- relative energy (zero: lowest compared OMol25 entry of this formula, charge and spin) (kcal/mol) = 15.73
- total energy (eV) = -9246.6354
- Kohn-Sham gap (eV) = 10.3

Record 5
Density functional theory data (ωB97M-V/def2-TZVPD) for a structure of composition C27H68GaO13.

Geometry as ORCA input:
```
! wB97M-V def2-TZVPD RIJCOSX def2/J DEFGRID3
* xyz -1 1
C -1.0732 -3.0357 -1.0574
C -2.1898 -1.9452 -0.9757
C -3.5698 -2.7285 -1.0624
C -2.1785 -0.8966 -2.1474
C -2.4252 0.5269 -1.4829
C -0.8240 -0.7769 -2.9124
O -0.5319 -1.8216 -3.7921
Ga -1.7898 -2.0090 -5.1993
C -0.9879 -3.3759 -6.5528
O -0.3172 -2.6187 -7.6166
O 0.4836 -1.6670 -6.9422
H -1.2177 -3.7932 -0.2548
H -1.2290 -3.5837 -2.0110
H -0.0696 -2.5758 -1.0352
H -2.1597 -1.4892 0.0367
H -4.3923 -2.0783 -1.4035
H -3.7504 -3.1940 -0.0709
H -3.3958 -3.5712 -1.7661
H -3.0584 -1.0791 -2.7829
H -2.8635 0.4555 -0.4699
H -1.4988 1.1413 -1.4655
H -3.1485 1.0749 -2.1226
H -0.8439 0.2115 -3.4460
H -0.0167 -0.6733 -2.1400
H -3.1841 -2.5501 -4.5650
H -2.0923 -0.6472 -5.9922
H -0.2087 -4.0031 -6.0506
H -1.7526 -4.0551 -6.9843
H 0.2028 -0.7832 -7.2102
C -3.4802 -6.7427 -3.7497
O -2.6823 -6.5229 -2.5970
C -2.2659 -7.7289 -1.9793
C -0.8219 -8.0487 -2.3251
O -0.6761 -8.3586 -3.7032
C -0.1388 -7.2745 -4.4515
H -3.5664 -5.7966 -4.2839
H -3.0323 -7.4813 -4.4192
H -4.4820 -7.0728 -3.4536
H -2.9262 -8.5578 -2.2541
H -2.3450 -7.5796 -0.8973
H -0.5142 -8.9359 -1.7611
H -0.1653 -7.2219 -2.0383
H 0.9282 -7.1595 -4.2318
H -0.6577 -6.3374 -4.2374
H -0.2571 -7.5027 -5.5100
C 0.9108 -0.6255 5.0036
O 1.5619 0.0754 3.9570
C 1.2345 -0.4392 2.6691
C 0.2099 0.4329 1.9659
O -1.0494 0.3835 2.6253
C -1.2942 1.5305 3.4185
H 1.0290 -0.0514 5.9219
H -0.1565 -0.7502 4.8038
H 1.3769 -1.6068 5.1426
H 0.8806 -1.4719 2.7412
H 2.1579 -0.4400 2.0822
H 0.0571 0.0460 0.9535
H 0.5685 1.4634 1.8823
H -1.5194 2.3894 2.7765
H -0.4416 1.7679 4.0606
H -2.1593 1.3266 4.0494
C 0.4037 3.3668 -2.8736
O -0.9569 3.7117 -3.0794
C -1.2864 4.9759 -2.5285
C -1.3561 6.0457 -3.6045
O -0.0752 6.3002 -4.1679
C 0.0930 5.6816 -5.4340
H 0.6308 2.5067 -3.5024
H 1.0745 4.1871 -3.1444
H 0.5660 3.0880 -1.8271
H -0.5761 5.2563 -1.7445
H -2.2740 4.8756 -2.0670
H -1.6973 6.9806 -3.1477
H -2.0757 5.7671 -4.3796
H -0.4896 6.2157 -6.1926
H -0.2088 4.6319 -5.4140
H 1.1487 5.7355 -5.6988
C 3.0302 7.7475 1.4396
O 2.4240 6.7090 0.6903
C 1.6507 7.2007 -0.3994
C 2.3932 7.0613 -1.7168
O 3.5317 7.9158 -1.7607
C 4.7442 7.2202 -1.5277
H 3.7678 7.2968 2.1033
H 3.5354 8.4700 0.7939
H 2.2780 8.2603 2.0479
H 1.3549 8.2404 -0.2284
H 0.7411 6.5949 -0.4423
H 1.7278 7.3693 -2.5279
H 2.6779 6.0198 -1.8933
H 5.0040 6.6152 -2.4032
H 4.6785 6.5769 -0.6464
H 5.5307 7.9568 -1.3633
C 1.4749 -1.5934 11.5015
O 1.9004 -2.7688 10.8321
C 1.1207 -3.0510 9.6757
C 1.8455 -2.6435 8.4047
O 1.9877 -1.2324 8.3187
C 3.2939 -0.7957 8.6563
H 2.2401 -1.3255 12.2296
H 1.3434 -0.7589 10.8088
H 0.5364 -1.7824 12.0323
H 0.1426 -2.5647 9.7377
H 0.9580 -4.1329 9.6570
H 1.2463 -2.9586 7.5448
H 2.8181 -3.1398 8.3373
H 3.9924 -1.0447 7.8504
H 3.6405 -1.2431 9.5915
H 3.2676 0.2868 8.7766
*
```

Properties
- lowest unoccupied orbital energy (eV) = 2.0
- total energy (eV) = -108086.1767
- Kohn-Sham gap (eV) = 6.6

Record 6
Density functional theory data (ωB97M-V/def2-TZVPD) for an isolated molecule of C2H8N2.

Geometry as ORCA input:
```
! wB97M-V def2-TZVPD RIJCOSX def2/J DEFGRID3
* xyz 0 1
C 0.4075 -0.9883 1.1254
N -0.0126 0.3839 0.7115
C -0.6779 0.5631 -0.6323
N 0.3531 0.6823 -1.6578
H 0.0900 -1.8655 0.4124
H 1.4837 -0.8320 1.2481
H -0.1353 -1.3421 2.0340
H -0.6459 0.8330 1.4429
H -1.2801 1.5235 -0.6426
H -1.3915 -0.3477 -0.8941
H 0.9237 1.5060 -1.3807
H 0.8853 -0.1162 -1.7668
*
```

Properties
- lowest unoccupied orbital energy (eV) = 1.1
- relative energy (zero: lowest compared OMol25 entry of this formula, charge and spin) (kcal/mol) = 22.31
- total energy (eV) = -5182.7704
- Kohn-Sham gap (eV) = 10.0

Record 7
Density functional theory data (ωB97M-V/def2-TZVPD) for an isolated molecule of C6H6N2O.

Geometry as ORCA input:
```
! wB97M-V def2-TZVPD RIJCOSX def2/J DEFGRID3
* xyz 0 1
C 1.2265 -1.1585 -0.5339
C 0.4622 -0.2936 0.4700
C 0.8633 1.1480 0.4204
C -0.1665 1.9177 0.0831
C -1.3758 1.0928 -0.1109
O -2.4897 1.4208 -0.4169
N -0.9551 -0.2157 0.1459
C -1.7230 -1.2897 0.1150
N -2.3575 -2.2431 0.1019
H 1.1041 -0.7615 -1.5393
H 0.8489 -2.1782 -0.5113
H 2.2838 -1.1680 -0.2841
H 0.5939 -0.7071 1.4796
H 1.8735 1.4530 0.6241
H -0.1888 2.9831 -0.0436
*
```

Properties
- lowest unoccupied orbital energy (eV) = 0.2
- relative energy (zero: lowest compared OMol25 entry of this formula, charge and spin) (kcal/mol) = 2.14
- total energy (eV) = -11346.3389
- Kohn-Sham gap (eV) = 10.4

Record 8
Density functional theory data (ωB97M-V/def2-TZVPD) for a cluster of 3 separate species, C2H10NO2S in total.

Geometry as ORCA input:
```
! wB97M-V def2-TZVPD RIJCOSX def2/J DEFGRID3
* xyz -1 1
C 2.1340 -0.2232 0.8306
C 0.8133 0.5439 0.7323
S -0.2575 -0.1878 -0.5708
N 3.0274 -0.0222 -0.3182
H 1.9780 -1.2979 0.8560
H 2.6181 0.1166 1.7583
H 0.9966 1.5942 0.5228
H 0.3242 0.4233 1.6969
H 3.3775 0.9187 -0.3840
H 2.4808 -0.2342 -1.1387
H -2.5646 -1.5450 -0.2077
H -3.9298 -2.2178 -0.1961
O -3.0122 -2.3832 -0.4312
H -2.0029 1.0543 -1.1067
H -3.1275 1.9890 -0.6375
O -2.8554 1.4713 -1.4062
*
```

Properties
- lowest unoccupied orbital energy (eV) = 3.8
- relative energy (zero: lowest compared OMol25 entry of this formula, charge and spin) (kcal/mol) = 0.32
- total energy (eV) = -18657.9541
- Kohn-Sham gap (eV) = 7.0